# 1
Computed, not measured: a cluster of 2 separate species, CH6P2S in total in a non-equilibrium geometry, with ωB97M-V/def2-TZVPD.

Total energy = -1122.473479 a.u.
Energy above the lowest of the compared OMol25 structures with the same formula, charge and spin = 2.339 eV

```
10
Properties=species:S:1:pos:R:3:mulliken_charge:R:1
C 0.484 0.149 0.396 -0.737
P 0.898 -1.576 -0.030 -0.007
P -1.101 0.713 -0.251 0.189
S -2.682 -0.310 0.104 -0.362
H 1.258 0.882 0.558 0.479
H -0.154 -0.046 2.019 0.200
H 2.274 -1.408 0.083 0.046
H 0.934 -1.361 -1.413 0.032
H -1.097 2.053 0.146 0.072
H -0.816 0.904 -1.610 0.087
```

=====

# 2
Computed, not measured: a cluster of 2 separate species, CH6S in total, with ωB97M-V/def2-TZVPD.

SMILES = C.S
Total energy = -439.864375 a.u.
Energy above the lowest of the compared OMol25 structures with the same formula, charge and spin = 0.037 eV

```
8
Properties=species:S:1:pos:R:3:mulliken_charge:R:1
S 1.302 -1.894 1.331 -0.327
H 1.651 -0.725 1.884 0.150
H 2.242 -1.777 0.386 0.156
C -1.052 0.891 -0.741 -0.852
H -1.251 0.226 -1.588 0.221
H -1.029 1.952 -0.968 0.256
H -1.789 0.713 0.030 0.229
H -0.074 0.615 -0.334 0.166
```

=====

# 3
Computed, not measured: a cluster of 2 separate species, CH6S3 in total in a non-equilibrium geometry, with ωB97M-V/def2-TZVPD.

2S+1 = 2
Total energy = -1236.240861 a.u.
Total charge = -1
Energy above the lowest of the compared OMol25 structures with the same formula, charge and spin = 0.137 eV

```
10
Properties=species:S:1:pos:R:3:mulliken_spin:R:1
S 2.357 1.128 0.568 0.000
H 1.348 1.917 0.952 0.001
H 2.053 0.025 1.258 0.000
C -0.288 -1.314 -0.528 -0.012
S -1.204 -0.130 -1.568 0.499
S -2.437 0.996 0.099 0.499
H -0.735 -1.249 0.468 0.003
H -0.317 -2.350 -0.867 0.018
H 0.753 -0.998 -0.553 -0.003
H -1.530 1.974 0.170 -0.005
```

=====

- What is the total energy in the first record?
  -1122.473479 a.u.